72
Properties=species:S:1:pos:R:3:forces:R:3 method="wB97M-V/def2-TZVPD" s2=2.012 homo_ev="-3.113 / -2.487" homo_lumo_gap_ev="5.77 / 5.14" spin_multiplicity=3 total_charge=-1
O -0.232280 1.056545 -0.060424 -5.0 0.8 -1.2
C -1.279182 1.138518 -0.792677 6.2 -1.4 -0.8
C -0.966981 0.771523 -2.228123 -0.2 -0.2 -0.6
C 0.251019 1.183047 -2.795169 0.0 -0.1 0.3
H 0.881682 1.882744 -2.236593 -0.1 -0.4 -0.1
C 0.655743 0.691399 -4.030115 -0.3 0.0 -0.2
H 1.621427 1.002884 -4.433775 -0.3 -0.1 0.1
C -0.170977 -0.189849 -4.740230 0.0 0.1 0.2
H 0.139266 -0.566785 -5.716471 -0.1 0.0 0.3
C -1.405610 -0.567265 -4.204262 0.0 0.1 0.0
H -2.058160 -1.259100 -4.743118 0.2 0.2 0.1
C -1.813401 -0.072679 -2.963552 0.2 0.2 0.0
H -2.792727 -0.341270 -2.557988 0.4 -0.1 -0.1
H -3.330539 0.773763 -1.011920 0.7 0.4 -0.1
C -2.927587 2.923036 -1.178480 0.3 -0.3 -0.1
C -2.647429 1.529742 -0.546330 -2.0 0.6 0.9
H -3.940377 3.267284 -0.947934 0.2 -0.1 0.0
H -2.828084 2.865275 -2.267813 0.1 0.1 0.2
H -2.200944 3.652953 -0.793672 -0.2 -0.1 -0.1
C -2.942524 1.448819 0.890748 -0.2 -0.8 0.4
C -3.523858 2.524782 1.668993 -0.4 0.7 0.9
H -2.882621 0.450440 1.314383 0.1 0.2 -0.1
H -4.435236 2.951126 1.215477 0.2 0.0 0.1
H -2.821967 3.365639 1.821876 -0.2 -0.1 -0.1
H -3.796867 2.150430 2.665097 0.0 0.3 -0.2
Ni 2.148328 0.625126 0.212721 0.0 -0.2 0.0
Cl 2.324985 2.704929 -0.397651 0.1 1.7 -0.7
Cl 1.535194 -1.470808 -0.097328 -0.4 -1.3 -0.3
H 4.830954 -0.340688 -2.599194 -0.1 0.0 -0.1
H 6.138516 0.909862 -0.652592 -0.1 0.1 0.1
C 3.915073 -0.027176 -2.081165 0.2 0.0 0.6
C 5.128386 1.195388 -0.321113 -0.3 -0.4 0.0
N 4.162739 0.116329 -0.626824 0.5 -0.8 -0.5
H 3.118249 -0.767148 -2.203806 0.2 0.1 -0.1
C 4.544740 -1.116754 0.016763 0.0 0.7 -0.3
O 4.925424 -2.116710 -0.548231 -0.4 0.6 0.3
H 5.114697 1.380835 0.757370 0.1 0.0 -0.1
H 4.453225 -1.006810 1.119217 0.2 -0.1 -0.3
H 3.573538 0.942633 -2.455452 0.1 -0.1 0.1
H 4.794781 2.099906 -0.834988 0.1 -0.2 0.2
H -2.437885 -5.300064 -0.396278 -0.1 0.1 0.0
H -0.533273 -4.957957 -1.776239 0.1 0.3 0.0
C -2.817526 -4.334717 -0.753745 0.2 0.0 -0.1
C -0.630616 -3.866819 -1.851528 0.1 0.3 -0.1
N -1.703222 -3.428039 -0.968580 -0.4 -0.2 0.1
H -3.491784 -3.894722 -0.016096 0.1 -0.1 -0.2
C -1.722932 -2.186611 -0.440413 0.0 0.6 0.3
O -2.617782 -1.735518 0.290336 0.4 -0.5 -0.7
H 0.306620 -3.380775 -1.546165 -0.2 -0.2 -0.1
H -0.821837 -1.594506 -0.710689 -0.4 -0.3 0.2
H -3.353630 -4.515407 -1.695705 0.0 0.1 0.1
H -0.838073 -3.599949 -2.902316 0.0 -0.1 0.3
C 0.523412 2.867546 2.618615 0.1 0.1 -0.3
N 0.139920 1.530451 3.042119 -0.5 -0.3 0.6
C -1.003572 1.418879 3.946947 0.0 0.2 -0.3
C 1.015475 0.513492 2.926006 1.7 0.3 -0.5
S 2.628508 0.816621 2.423698 -0.3 0.1 1.1
N 0.621027 -0.750042 3.219278 -0.5 -0.2 -0.1
C -0.690559 -1.201229 2.734086 -0.1 0.0 0.1
C 1.631014 -1.799034 3.316379 0.1 -0.1 -0.1
H -0.308871 3.544571 2.831939 0.1 -0.1 0.0
H 0.741140 2.880795 1.541372 0.0 0.0 0.3
H 1.427790 3.197865 3.147827 -0.2 0.0 -0.1
H -1.933006 1.303157 3.371905 0.2 -0.1 0.3
H -0.868877 0.568546 4.621357 0.0 0.2 -0.1
H -1.083992 2.339625 4.537752 0.1 -0.2 -0.1
H -0.611081 -2.260063 2.468039 0.0 0.3 -0.1
H -1.445930 -1.099091 3.523304 -0.1 -0.1 -0.2
H -1.007445 -0.639684 1.843718 0.2 -0.2 0.3
H 1.980747 -2.102043 2.317838 0.0 0.1 0.3
H 2.476744 -1.438518 3.908534 -0.2 -0.1 -0.1
H 1.168851 -2.658673 3.811039 0.0 0.1 0.0

***

11
Properties=species:S:1:pos:R:3:forces:R:3 method="wB97M-V/def2-TZVPD" homo_ev=-8.389 homo_lumo_gap_ev=6.59 total_charge=0
C -1.396258 0.278039 -0.643313 1.7 -1.3 1.0
C -0.198166 -0.191463 -0.143619 -2.0 0.7 0.0
C 2.024391 0.016056 0.516724 -0.9 -1.6 0.1
C 0.897515 0.777424 -0.050562 0.4 0.3 -0.2
H -3.015447 -1.498877 0.397316 0.6 2.4 -2.6
H -1.310355 1.291723 -0.993602 -0.3 0.4 -0.4
H 3.034945 0.298122 0.626952 0.8 1.0 0.0
N 1.824750 -1.205804 0.894035 -1.1 0.0 -0.2
S -2.942284 -0.411896 -0.775755 -0.8 -2.3 2.3
S 0.178613 -1.753407 0.645256 1.3 1.9 -0.6
S 0.902297 2.400084 -0.473431 0.2 -1.6 0.4

***

31
Properties=species:S:1:pos:R:3:forces:R:3 method="wB97M-V/def2-TZVPD" homo_ev=-8.781 homo_lumo_gap_ev=9.02 total_charge=0
C 2.071052 -1.735866 1.311694 0.8 -1.5 -0.8
C 0.170136 -2.417062 -0.223637 3.2 0.9 -3.8
C 2.222520 -1.157150 -1.087019 0.1 -1.2 1.2
C -1.742379 1.239866 -1.485024 1.6 3.3 0.5
C -2.805934 0.553589 0.670921 -1.9 -0.5 -3.3
C -1.232539 2.414177 0.781285 0.5 -2.0 -4.0
C 1.313994 -1.376606 0.081561 -3.7 -0.8 -0.5
C -1.509979 1.018173 0.011779 -0.1 1.4 1.7
N 0.603501 -0.090431 0.286501 -0.3 0.5 -0.5
N -0.596688 -0.135485 0.114141 -0.7 0.3 0.1
O 1.339293 2.326024 -0.865836 -0.4 -0.2 -0.6
O 3.068328 1.334143 0.478357 -0.2 -0.5 0.3
S 1.677348 1.739216 0.410006 1.4 1.6 0.8
H 1.715318 -1.375624 2.215886 -0.8 1.4 1.6
H 1.982842 -2.808265 1.482782 0.5 -0.2 -0.4
H 3.087365 -1.434706 1.151313 0.7 0.0 0.5
H -0.447864 -2.126984 -1.071552 -0.1 0.5 0.2
H -0.431279 -2.580034 0.558971 -2.1 -0.9 3.0
H 0.630900 -3.282438 -0.670703 0.5 -0.9 0.7
H 2.657589 -2.111518 -1.211126 0.7 -1.3 -0.4
H 1.780405 -0.913505 -2.019436 -0.4 0.9 -0.6
H 2.981227 -0.589752 -0.624615 1.1 1.4 -0.9
H -0.799156 1.743144 -1.990095 -2.0 -0.6 1.1
H -1.823041 0.312933 -1.955871 -0.9 -1.5 -0.9
H -2.661929 1.914966 -1.475488 1.2 -1.0 -0.8
H -2.681461 0.627106 1.671653 0.4 -0.4 3.4
H -3.090001 -0.477888 0.353609 0.2 0.7 0.3
H -3.698190 1.243145 0.474471 1.3 -0.8 -0.2
H -2.159263 2.867451 0.614949 -1.3 1.3 -0.6
H -1.182345 2.406569 1.806919 1.0 -0.6 2.4
H -0.439766 2.872822 0.203613 -0.2 0.7 0.6

***

10
Properties=species:S:1:pos:R:3:forces:R:3 method="wB97M-V/def2-TZVPD" smiles="O=C1CNC(=S)S1" homo_ev=-9.005 homo_lumo_gap_ev=8.98 total_charge=0
C -1.300772 -0.307479 1.032632 -1.9 -0.7 0.6
C -0.007311 -0.589422 1.713829 0.5 1.0 -1.3
C 0.718450 0.140469 -0.501854 0.7 -0.6 -0.1
H 0.127852 0.318455 2.346824 0.3 -0.8 0.1
H -0.016463 -1.537235 2.242645 -0.1 0.2 0.2
H 1.897666 -0.900576 0.811335 -0.8 0.5 -0.5
N 0.931328 -0.606156 0.596557 2.1 -0.6 1.6
O -2.367182 -0.534705 1.554302 0.8 0.6 -1.0
S 1.864654 0.563321 -1.604691 -0.6 0.0 0.3
S -0.992973 0.385347 -0.612731 -1.2 0.5 0.1

***

Energy relative to the best compared isomer or geometry (same formula, charge and spin) values, unit eV, following the record order: 0.0000 1.5180 1.6482 0.3152.
E values, unit eV, following the record order: -112474.7199 -38190.0033 -26494.9266 -28367.5187.